Formula: C4H6F3IO
Source: the OMol25 dataset
Level of theory: the ωB97M-V functional and the def2-TZVPD basis

```
15
Properties=species:S:1:pos:R:3:forces:R:3
C 0.471783 -1.959634 -1.383134 2.737 0.496 -0.231
C 1.308345 -2.376290 -0.460012 -1.521 -1.360 0.708
C -0.338645 0.821577 0.182401 -2.132 -1.582 0.699
C -1.652712 1.572062 0.585974 2.199 2.169 -1.125
O 0.121772 1.354190 -0.872104 2.091 -0.473 -1.064
F -2.437179 1.021004 1.427741 -1.315 -1.739 0.859
F -1.291011 2.743978 1.149384 0.260 1.082 0.347
F -2.311395 1.938309 -0.537285 -0.708 -0.462 -0.169
I 1.468589 1.428387 2.183712 0.227 -1.124 0.985
H 0.873318 -1.612586 -2.314600 -0.083 -0.215 -0.611
H -0.424649 -1.620143 -1.092511 -3.555 0.789 0.602
H 1.091386 -0.161337 2.569731 0.337 1.260 -0.363
H 2.244262 -2.644502 -0.805596 2.174 -0.425 -0.063
H 0.968982 -2.743767 0.524383 0.324 0.606 -0.460
H -0.092845 2.238753 -1.158084 -1.033 0.976 -0.112
```
Positions in Å, forces in eV/Å.

Results
- charge = 0
- total energy (eV) = -22541.1194
- ΔE to the lowest compared entry with this formula, charge and spin (eV) = 1.287
- lowest unoccupied orbital energy (Ha) = -0.00436
- HOMO (Eh) = -0.3116
- multiplicity = 1

Löwdin atomic charge list, values in e, 8 entries:
1. C -0.076
2. C -0.066
3. C -0.255
4. C -0.728
5. O 0.016
6. F 0.203
7. F 0.056
8. F 0.118